# C33H16ClN8O5W

C33H16ClN8O5W as an isolated structure (ωB97M-V/def2-TZVPD, the OMol25 dataset).

Output
F_max = 0.0780 Eh/bohr
Highest occupied orbital energy = -17.43 eV
DFT total energy = -2607.5770 hartree

The geometry in ORCA input format:
```
! RIJCOSX wB97M-V def2-TZVPD def2/J DEFGRID3
* xyz 3 1
W -0.46 -0.39 0.57
C -2.59 5.88 -0.72
C -3.40 5.23 -1.65
C -3.27 3.87 -1.90
C -2.31 3.18 -1.18
C -1.88 1.81 -1.23
N -2.20 0.99 -2.20
C -1.56 -0.13 -2.42
C -1.65 -0.81 -3.69
C -2.39 -0.56 -4.83
C -2.19 -1.41 -5.92
C -1.28 -2.46 -5.86
C -0.51 -2.69 -4.71
C -0.73 -1.86 -3.64
C -0.12 -1.81 -2.32
N 0.79 -2.65 -1.95
C 1.43 -2.54 -0.79
N 1.24 -1.53 0.13
C 2.17 -1.78 1.19
N 2.20 -1.13 2.27
C 1.15 -0.20 2.47
N 0.95 0.80 1.35
C 0.76 2.01 1.94
N 0.14 3.02 1.35
C -0.66 2.82 0.36
N -0.94 1.56 -0.24
C -1.50 3.83 -0.24
C -1.62 5.18 0.00
C 1.16 2.00 3.31
C 1.33 3.04 4.22
C 1.71 2.70 5.51
C 1.90 1.37 5.87
C 1.71 0.32 4.96
C 1.35 0.66 3.69
C 2.99 -2.93 0.83
C 4.01 -3.58 1.49
C 4.51 -4.74 0.90
C 4.02 -5.22 -0.31
C 3.00 -4.56 -0.99
C 2.49 -3.41 -0.39
N -0.66 -0.76 -1.58
H -2.72 6.94 -0.56
H -4.14 5.80 -2.20
H -3.90 3.36 -2.62
H -3.08 0.27 -4.88
H -2.76 -1.25 -6.82
H -1.15 -3.10 -6.72
H 0.22 -3.49 -4.68
H -0.99 5.68 0.72
H 1.19 4.07 3.92
H 1.87 3.48 6.24
H 2.20 1.14 6.88
H 1.87 -0.71 5.25
H 4.40 -3.20 2.43
H 5.31 -5.28 1.39
H 4.44 -6.13 -0.73
H 2.61 -4.93 -1.93
O -2.65 -1.79 2.26
Cl -2.62 -2.06 0.86
O -2.59 -0.68 0.18
O -0.09 -0.89 2.33
O -1.22 -2.45 0.50
O -3.13 1.21 2.48
C -2.15 0.89 2.06
*
```